#1
This record from the OMol25 dataset describes a single CH4N2O3S molecule. The level of theory is wB97M-V/def2-TZVPD.

The geometry in XYZ format:
```
11
Properties=species:S:1:pos:R:3
C 0.5405 0.8180 -0.5036
N 1.4419 1.1661 0.4569
N -1.7039 -0.5899 -0.0492
O 0.2566 1.5029 -1.4268
O 0.4823 -1.4443 0.9332
O 0.0365 -1.6388 -1.5550
S 0.0021 -0.8884 -0.3583
H 1.5639 2.1034 0.5733
H 1.3745 0.6655 1.3075
H -2.2682 -1.3406 -0.3444
H -1.7262 -0.3539 0.9661
```

- orbital gap (eV) = 10.945
- SMILES = NC(=O)S(N)(=O)=O
- HOMO level (eV) = -10.688
- multiplicity = 1

#2
This record from the OMol25 dataset describes a single CH4N2O3S molecule. The level of theory is wB97M-V/def2-TZVPD.

The geometry in XYZ format:
```
11
Properties=species:S:1:pos:R:3
C -1.3353 0.9768 0.0848
N 0.3181 -1.0020 -1.1943
N -1.7860 -0.1268 0.3043
O 0.7897 -0.5657 1.1980
O 2.3026 0.5707 -0.5458
O -0.0782 1.2868 -0.2301
S 0.9686 -0.0151 -0.2520
H -1.9942 1.8999 0.1947
H 0.7428 -1.7875 -1.5761
H -1.2016 -0.9232 0.0232
H 1.2734 -0.3138 1.9933
```

- orbital gap (eV) = 10.255
- SMILES = [H]/N=C\O[S@@](=N)(=O)O
- HOMO level (eV) = -10.057
- multiplicity = 1

The computed energies, referenced to the most stable structure and given in eV, are #1 0.000; #2 2.105.

#1
This record from the OMol25 dataset describes a single C2H4OSSi molecule. The level of theory is wB97M-V/def2-TZVPD.

The geometry in XYZ format:
```
9
Properties=species:S:1:pos:R:3
C 0.3720 -0.7581 0.1588
C -0.8202 -1.2253 -0.0221
O -0.8609 1.8607 0.0208
Si 0.5293 1.2499 0.0213
S -2.3899 -0.4840 0.0556
H 1.4013 -1.0234 -0.0091
H -0.8458 -2.2134 -0.3743
H 1.3755 1.4378 1.2588
H 1.2386 1.1558 -1.1099
```

- orbital gap (alpha / beta) (eV) = 6.656 / 6.503
- HOMO level (alpha / beta) (eV) = -9.484 / -9.583
- multiplicity = 1

#2
This record from the OMol25 dataset describes a single C2H4OSSi molecule. The level of theory is wB97M-V/def2-TZVPD.

The geometry in XYZ format:
```
9
Properties=species:S:1:pos:R:3
C 0.0467 -0.3928 0.7260
C 0.2833 -1.3577 -0.0965
O -0.6097 1.0742 -1.5813
Si -0.2449 1.3605 -0.1167
S -0.0669 -1.5127 -1.7143
H 0.0893 -0.3479 1.8418
H 0.7027 -2.4425 -0.0339
H -1.4202 1.8470 0.6305
H 1.2198 1.7718 0.3446
```

- orbital gap (alpha / beta) (eV) = 6.757 / 6.282
- HOMO level (alpha / beta) (eV) = -9.452 / -9.312
- multiplicity = 1

The computed energies, referenced to the most stable structure and given in eV, are #1 0.347; #2 0.000.

#1
This record from the OMol25 dataset describes C26H28N11O2SSeSnTe4 as an isolated structure. The level of theory is wB97M-V/def2-TZVPD.

The geometry in XYZ format:
```
74
Properties=species:S:1:pos:R:3
Sn -0.2400 -0.4338 0.0627
N 1.1053 -8.9757 2.4125
C 1.2144 -7.6346 2.0134
C 1.3776 -6.6272 2.9635
C 1.4406 -5.3002 2.5771
C 1.3273 -4.9671 1.2335
C 1.1584 -5.9581 0.2812
C 1.1037 -7.2867 0.6690
S 1.4331 -3.2732 0.7286
O 2.7825 -2.8346 0.9998
O 0.9715 -3.2526 -0.6469
N 0.2872 -2.4396 1.4447
C 0.1855 -2.1067 2.7673
N -1.0212 -1.5516 2.9962
C -1.2927 -1.0937 4.1954
C -0.3646 -1.1856 5.2309
C 0.8376 -1.7813 4.9059
N 1.1308 -2.2531 3.6953
H 1.5699 -9.1787 3.2841
H 1.3748 -9.6348 1.6987
H 1.4547 -6.8892 4.0129
H 1.5874 -4.5200 3.3139
H 1.0516 -5.6747 -0.7576
H 0.9610 -8.0625 -0.0748
H -2.2595 -0.6173 4.3288
H -0.5631 -0.8108 6.2246
H 1.6185 -1.8884 5.6534
N 1.7972 2.3853 2.2867
C 2.9089 1.5829 1.8771
C 2.4415 0.4132 1.4369
N 1.0438 0.3803 1.4838
C 0.6687 1.8018 1.5864
C 0.5453 2.4260 0.1720
N -0.2606 1.9771 -0.7703
C -0.0205 2.7208 -1.8963
C 0.9466 3.6390 -1.6309
N 1.2951 3.4391 -0.3123
H 1.8790 3.3890 2.2550
H 3.9247 1.8862 2.0652
H 2.9988 -0.4925 1.2529
H -0.5484 2.5395 -2.8169
H 1.4029 4.4044 -2.2330
H 2.0864 3.8428 0.1557
Te -2.5976 -1.6800 -0.4757
Te -2.5459 -1.7845 -3.2063
Te -0.3735 -3.2990 -3.6634
Te 1.2593 -1.1609 -3.9218
C 5.1580 -1.4459 -0.8801
N 5.1216 -0.3116 -1.7880
C 4.9056 -0.4194 -3.1472
C 4.8633 0.8394 -3.6271
N 5.0572 1.6659 -2.5323
C 4.9772 3.1063 -2.5871
C 5.2177 0.9771 -1.3710
Se 1.7990 -0.2821 -1.6112
H 6.1613 -1.5756 -0.4752
H 4.8629 -2.3448 -1.4183
H 4.4459 -1.3017 -0.0736
H 4.7975 -1.3685 -3.6419
H 4.7137 1.2103 -4.6260
H 5.4085 3.4996 -1.6703
H 3.9376 3.4333 -2.6618
H 5.5352 3.4876 -3.4435
C -2.3509 3.6210 2.0121
C -1.2473 3.1466 2.5998
C -0.6960 1.7827 2.2708
N -1.5433 0.9522 1.3913
C -2.5976 1.5633 0.8076
C -3.0643 2.8177 1.0521
H -2.7201 4.6082 2.2728
H -0.7146 3.7217 3.3502
H -0.4885 1.2352 3.2011
H -3.1212 0.9621 0.0741
H -3.9494 3.1783 0.5491
```

- orbital gap (eV) = 5.478
- total charge = -1
- HOMO level (eV) = -3.645
- multiplicity = 1

#2
This record from the OMol25 dataset describes C26H28N11O2SSeSnTe4 as an isolated structure. The level of theory is wB97M-V/def2-TZVPD.

The geometry in XYZ format:
```
74
Properties=species:S:1:pos:R:3
Sn -0.4591 -0.3241 -1.5252
N -1.3991 -7.4659 3.8071
C -1.0374 -6.2517 3.2038
C -1.6801 -5.0669 3.5617
C -1.3548 -3.8751 2.9390
C -0.3919 -3.8596 1.9365
C 0.2474 -5.0312 1.5681
C -0.0705 -6.2212 2.2019
S 0.0570 -2.3422 1.1372
O 0.5534 -1.4550 2.1629
O 0.9578 -2.7322 0.0741
N -1.1895 -1.7697 0.3121
C -2.3561 -1.3053 0.8712
N -3.2827 -1.1060 -0.0883
C -4.4148 -0.5320 0.2490
C -4.6807 -0.1615 1.5676
C -3.6828 -0.4385 2.4807
N -2.5219 -1.0043 2.1557
H -1.7780 -7.3609 4.7355
H -0.6681 -8.1602 3.7923
H -2.4384 -5.0827 4.3368
H -1.8325 -2.9514 3.2370
H 0.9804 -4.9996 0.7732
H 0.4258 -7.1396 1.9090
H -5.1199 -0.3405 -0.5547
H -5.6031 0.3184 1.8616
H -3.8058 -0.1849 3.5295
N -1.2510 3.3510 0.2194
C -0.2368 2.8955 1.1267
C -0.0789 1.5827 0.9490
N -0.9052 1.1076 -0.0751
C -1.2758 2.3271 -0.8114
C -0.2178 2.6267 -1.8973
N 0.1268 1.7819 -2.8472
C 1.1597 2.3579 -3.5415
C 1.4438 3.5727 -3.0036
N 0.5605 3.7274 -1.9563
H -1.2074 4.3037 -0.1080
H 0.1701 3.5329 1.8931
H 0.4513 0.8915 1.5840
H 1.6328 1.8565 -4.3686
H 2.1637 4.3291 -3.2615
H 0.5908 4.4454 -1.2555
Te -1.2990 -2.3563 -3.1256
Te 0.9231 -2.7834 -4.6494
Te 2.6233 -3.6919 -2.7810
Te 3.6601 -1.2400 -2.3442
C 3.7953 0.2272 2.4835
N 4.3630 1.1331 1.4996
C 5.2711 0.7470 0.5325
C 5.5009 1.8361 -0.2275
N 4.7286 2.8466 0.3199
C 4.6109 4.1650 -0.2525
C 4.0023 2.4374 1.3940
Se 2.0675 0.1195 -0.9387
H 4.1449 0.4833 3.4830
H 4.0914 -0.7918 2.2432
H 2.7095 0.2669 2.4472
H 5.6589 -0.2543 0.4619
H 6.1308 1.9767 -1.0885
H 4.1517 4.8127 0.4900
H 3.9845 4.1402 -1.1450
H 5.5944 4.5564 -0.5174
C -3.4353 3.1135 -3.5292
C -3.2511 3.1450 -2.2028
C -2.6180 1.9953 -1.4624
N -2.3539 0.7912 -2.2804
C -2.5193 0.8989 -3.6132
C -3.0447 1.9554 -4.2939
H -3.8969 3.9603 -4.0281
H -3.5677 3.9971 -1.6098
H -3.2419 1.7240 -0.5984
H -2.2004 0.0324 -4.1820
H -3.1652 1.9108 -5.3663
```

- orbital gap (eV) = 5.500
- total charge = -1
- HOMO level (eV) = -3.637
- multiplicity = 1

#3
This record from the OMol25 dataset describes C26H28N11O2SSeSnTe4 as an isolated structure. The level of theory is wB97M-V/def2-TZVPD.

The geometry in XYZ format:
```
74
Properties=species:S:1:pos:R:3
Sn 0.0144 0.1160 -0.4306
N -5.1690 4.6724 -5.7400
C -4.5567 3.6096 -5.0624
C -5.3276 2.6484 -4.4104
C -4.7147 1.6303 -3.6991
C -3.3330 1.5607 -3.6479
C -2.5542 2.5131 -4.2849
C -3.1651 3.5364 -4.9874
S -2.5199 0.2514 -2.7713
O -3.5295 -0.6469 -2.2716
O -1.5238 -0.2769 -3.6619
N -1.7044 1.0250 -1.6061
C -2.3474 1.9810 -0.8354
N -1.5150 2.8827 -0.2920
C -2.0628 3.7783 0.5098
C -3.4327 3.8401 0.7412
C -4.2008 2.9159 0.0586
N -3.6757 1.9809 -0.7221
H -6.0986 4.4704 -6.0720
H -4.5997 5.0842 -6.4621
H -6.4091 2.7137 -4.4489
H -5.2939 0.8921 -3.1612
H -1.4742 2.4489 -4.2235
H -2.5641 4.2911 -5.4820
H -1.3753 4.4809 0.9716
H -3.8741 4.5754 1.3979
H -5.2833 2.9152 0.1443
N -1.8380 -0.5235 3.2532
C -2.6686 -1.4381 2.4976
C -2.4445 -1.2305 1.1941
N -1.4532 -0.2634 1.0181
C -0.7863 -0.1864 2.3051
C 0.3543 -1.2274 2.2860
N 1.2475 -1.2904 1.3193
C 2.0121 -2.4060 1.5576
C 1.5790 -3.0220 2.6896
N 0.5229 -2.2591 3.1383
H -1.4959 -0.8718 4.1386
H -3.4626 -1.9898 2.9714
H -2.9906 -1.6473 0.3613
H 2.8223 -2.6803 0.9049
H 1.9141 -3.9027 3.2078
H -0.0738 -2.4604 3.9196
Te 1.4132 1.6236 -2.2718
Te 3.6649 0.1929 -2.7678
Te 2.4895 -1.8053 -4.1807
Te 1.7459 -3.2948 -2.0642
C -3.4092 -4.1287 -2.8140
N -2.7312 -4.7362 -1.6800
C -1.5341 -5.4175 -1.7727
C -1.1782 -5.7358 -0.5134
N -2.1727 -5.2232 0.3005
C -2.1178 -5.2471 1.7432
C -3.1537 -4.5894 -0.3976
Se -0.4233 -2.2964 -1.3543
H -4.3758 -4.6049 -2.9764
H -2.7911 -4.2483 -3.7021
H -3.5492 -3.0645 -2.6364
H -1.0259 -5.5810 -2.7073
H -0.3083 -6.2435 -0.1341
H -3.0697 -4.8783 2.1152
H -1.3252 -4.5885 2.1043
H -1.9493 -6.2627 2.1049
C 1.8284 1.8713 3.7190
C 0.5604 1.4435 3.7013
C -0.1894 1.2210 2.4156
N 0.6207 1.4205 1.2015
C 1.9004 1.8265 1.3195
C 2.5406 2.1078 2.4838
H 2.3300 2.0336 4.6674
H 0.0084 1.2594 4.6180
H -1.0777 1.8730 2.3815
H 2.4308 1.9324 0.3781
H 3.5633 2.4539 2.4745
```

- orbital gap (eV) = 5.932
- total charge = -1
- HOMO level (eV) = -3.902
- multiplicity = 1

The computed energies, referenced to the most stable structure and given in eV, are #1 1.039; #2 0.862; #3 0.000.

#1
This record from the OMol25 dataset describes a single C8H8N2O molecule. The level of theory is wB97M-V/def2-TZVPD.

The geometry in XYZ format:
```
19
Properties=species:S:1:pos:R:3
C 2.2453 1.8832 1.0965
C 1.1441 1.5512 0.6653
C 0.6782 -0.8176 -2.4519
C -0.0273 -2.2791 -1.1441
C 0.1507 -0.1596 -1.3319
C -1.0665 0.4676 1.2026
C -0.9421 -1.0266 0.7886
C -0.2466 1.4188 0.3972
N 0.5316 -2.1966 -2.3143
N -0.3206 -1.1604 -0.4955
O -0.8655 2.6223 0.1436
H 3.2110 1.9383 1.2901
H 1.0333 -0.4886 -3.4385
H -0.3187 -3.1899 -0.6499
H -2.0870 0.7441 1.2145
H -0.7021 0.5502 2.1965
H -0.3114 -1.5331 1.6100
H -1.8824 -1.6433 0.9174
H -0.2241 3.3191 0.3038
```

- orbital gap (eV) = 7.751
- HOMO level (eV) = -8.188
- multiplicity = 1

#2
This record from the OMol25 dataset describes a single C8H8N2O molecule. The level of theory is wB97M-V/def2-TZVPD.

The geometry in XYZ format:
```
19
Properties=species:S:1:pos:R:3
C 1.7257 1.7629 0.2826
C -2.6598 0.9893 0.0406
C -2.1496 0.3348 1.2621
C -1.6855 0.8235 -0.8979
C -0.8943 -0.0997 0.9539
C 2.2693 -0.4779 0.6056
C 1.7041 -0.6582 -0.7542
C 0.5349 -0.1183 -1.1510
N 2.3155 0.9873 0.9630
N -0.5715 0.2768 -0.3208
O 1.0758 2.3558 -0.4461
H -3.6472 1.4382 -0.1551
H -2.6063 0.2051 2.2387
H -1.5408 1.0878 -1.8573
H -0.1662 -0.6750 1.4515
H 3.2931 -1.0142 0.5806
H 1.7140 -0.8596 1.3550
H 2.3928 -1.0409 -1.5748
H 0.1510 -0.1073 -2.2324
```

- orbital gap (eV) = 9.461
- SMILES = O=C=NC/C=C\n1cccc1
- HOMO level (eV) = -8.651
- multiplicity = 1

The computed energies, referenced to the most stable structure and given in eV, are #1 3.629; #2 0.000.